{"formula": "C3H2CdO3", "method": "ωB97M-V with the def2-TZVPD basis set", "lumo_ev": [-4.769, -9.177], "homo_lumo_gap_ev": [7.393, 2.974], "total_charge": 1, "relative_energy_kj_mol": 203.9, "s2": 0.75, "e_homo_ev": [-12.2, -12.2], "multiplicity": 2, "elements": ["C", "C", "O", "H", "H", "C", "O", "O", "Cd"], "xyz": [[-4.897, 0.232, -0.020], [-3.945, -0.594, -0.392], [-2.845, -1.056, -0.319], [-5.562, -0.659, 0.360], [-5.078, 1.164, -0.552], [-0.607, -0.458, 0.651], [-0.884, 0.659, 0.892], [0.200, -1.292, 0.460], [2.475, 1.446, -0.428]], "atomic_forces_ev_per_a": [[-1.2, -3.2, -0.5], [4.5, 1.5, 1.4], [-2.3, -0.5, -1.1], [-0.3, 2.5, -0.2], [-0.6, -0.4, 0.3], [3.5, 2.0, 0.4], [-1.5, -1.1, -0.2], [-2.0, -0.7, -0.2], [-0.1, -0.1, 0.1]]}

=====

{"formula": "C29H38CrN4O2P2", "method": "ωB97M-V with the def2-TZVPD basis set", "lumo_ev": [-0.521, -0.754], "homo_lumo_gap_ev": [7.759, 7.697], "relative_energy_kj_mol": 70.3, "s2": 6.10, "e_homo_ev": [-8.3, -8.5], "multiplicity": 5, "elements": ["Cr", "C", "C", "C", "C", "C", "C", "C", "C", "C", "H", "H", "H", "H", "H", "H", "H", "H", "H", "H", "H", "H", "H", "H", "H", "P", "P", "N", "N", "N", "N", "C", "C", "C", "C", "C", "C", "C", "C", "C", "C", "C", "C", "C", "C", "C", "C", "C", "C", "H", "H", "H", "H", "H", "H", "H", "H", "H", "H", "H", "H", "H", "H", "H", "H", "H", "H", "H", "H", "C", "C", "O", "O", "H", "H", "H"], "xyz": [[-0.144, -1.086, 4.873], [-1.351, 1.917, 4.557], [-1.585, 0.899, 3.724], [-0.924, 0.674, 2.357], [0.357, -0.154, 2.184], [1.540, 0.023, 3.168], [1.805, 1.120, 3.895], [1.108, 2.437, 3.732], [-0.172, 2.835, 4.502], [1.526, -1.384, 6.193], [-1.881, 2.030, 5.510], [-2.432, 0.200, 3.893], [-0.791, 1.645, 1.850], [-1.697, 0.144, 1.757], [0.092, -1.238, 2.179], [0.678, 0.088, 1.150], [2.173, -0.887, 3.219], [2.451, 1.147, 4.782], [0.929, 2.609, 2.663], [1.844, 3.179, 4.102], [0.089, 3.147, 5.540], [-0.501, 3.757, 3.977], [1.396, -1.084, 7.246], [2.528, -1.074, 5.860], [1.391, -2.488, 6.108], [1.343, -1.191, -2.874], [-1.607, -0.684, -2.516], [2.761, -0.227, -2.966], [2.154, -2.469, -4.058], [-1.914, 1.009, -2.439], [-3.261, -1.080, -3.091], [0.529, -0.304, -4.311], [-0.966, -0.609, -4.295], [3.211, 0.388, -1.791], [4.240, 1.250, -2.112], [4.487, 1.127, -3.528], [3.575, 0.199, -4.027], [2.304, -3.780, -3.617], [2.729, -4.587, -4.678], [2.826, -3.745, -5.827], [2.478, -2.453, -5.412], [-1.742, 1.641, -1.201], [-1.841, 3.011, -1.388], [-2.065, 3.242, -2.791], [-2.111, 1.994, -3.412], [-4.172, -0.366, -3.881], [-5.261, -1.190, -4.161], [-5.003, -2.460, -3.533], [-3.780, -2.364, -2.891], [0.959, -0.624, -5.272], [0.745, 0.776, -4.235], [-1.505, 0.129, -4.905], [-1.199, -1.578, -4.767], [2.697, 0.171, -0.863], [4.716, 1.949, -1.441], [5.200, 1.713, -4.088], [3.446, -0.178, -5.033], [2.112, -4.023, -2.580], [2.980, -5.634, -4.635], [3.144, -4.041, -6.815], [2.482, -1.544, -6.006], [-1.581, 1.034, -0.321], [-1.813, 3.762, -0.623], [-2.221, 4.201, -3.248], [-2.300, 1.756, -4.452], [-3.986, 0.651, -4.190], [-6.117, -0.948, -4.765], [-5.628, -3.334, -3.605], [-3.206, -3.099, -2.344], [-0.498, 1.058, 8.225], [-1.407, -0.033, 7.719], [-2.254, -0.485, 8.498], [-1.279, -0.452, 6.476], [-0.784, 1.313, 9.250], [-0.586, 1.944, 7.586], [0.542, 0.711, 8.214]], "atomic_forces_ev_per_a": [[0.4, 1.7, 2.8], [0.8, -0.9, 0.8], [-0.4, -0.6, -0.6], [-0.9, 0.5, -0.3], [0.7, 0.1, -0.1], [-0.4, -0.5, -0.2], [-1.1, -0.3, 0.9], [0.3, 0.7, -0.3], [0.0, 0.8, -0.1], [-0.6, -0.6, -0.6], [-0.3, -0.4, -0.7], [0.4, 0.7, 0.3], [0.0, -0.3, 0.3], [0.4, 0.4, 0.2], [0.2, 0.5, -0.1], [0.1, -0.5, 0.3], [-0.3, 0.7, 0.4], [0.3, -0.6, -0.8], [0.2, 0.1, 0.3], [-0.3, -0.2, -0.6], [-0.2, -0.3, -0.7], [0.1, -0.2, 0.5], [-0.2, -0.2, -0.6], [-0.3, -0.3, -0.1], [0.6, 0.3, 0.4], [3.0, -0.9, -4.4], [-2.8, 0.9, -3.1], [1.3, 0.8, 1.3], [-1.1, -0.7, 1.1], [0.8, 1.1, 1.0], [-0.4, -1.0, 0.5], [-0.4, -0.1, 0.0], [0.2, -0.4, 0.1], [0.3, 0.5, -1.0], [-0.5, -0.4, -0.4], [-1.3, -0.7, 0.5], [0.2, 0.8, 0.9], [0.3, -0.2, -1.1], [-0.3, 1.1, 0.6], [-0.3, 1.0, 1.3], [0.0, -0.8, -0.2], [-0.2, 1.0, -0.9], [-0.1, -1.0, -0.5], [-0.1, -1.7, 0.4], [0.2, 1.0, 0.9], [-0.4, -1.1, 0.1], [1.5, -0.2, 0.7], [0.7, 0.7, 0.0], [-0.6, 0.7, -0.6], [-0.1, 0.1, 0.6], [-0.2, -0.3, 0.3], [0.0, -0.4, 0.5], [0.2, 0.1, 0.3], [0.2, 0.1, -0.1], [0.1, -0.2, 0.0], [0.0, -0.3, -0.1], [0.1, 0.2, 0.4], [0.0, 0.0, -0.1], [-0.1, 0.0, 0.1], [0.0, 0.1, 0.0], [-0.1, -0.4, 0.2], [0.0, 0.2, -0.1], [0.1, 0.1, 0.1], [0.0, 0.0, -0.2], [0.2, 0.2, 0.4], [-0.1, -0.2, 0.2], [0.0, 0.2, 0.0], [0.0, -0.1, 0.1], [-0.1, 0.1, 0.0], [0.3, 0.2, -0.1], [-1.3, -1.4, 0.2], [0.8, 0.4, -0.9], [0.5, 0.0, -0.2], [0.1, 0.0, -0.3], [0.2, -0.1, 0.1], [-0.2, 0.2, -0.1]]}

=====

{"formula": "C5H8O3S", "method": "ωB97M-V with the def2-TZVPD basis set", "lumo_ev": -0.640, "homo_lumo_gap_ev": 8.770, "relative_energy_kj_mol": 412.7, "e_homo_ev": -9.4, "smiles": "CC(C)C(=O)C=S(=O)=O", "elements": ["C", "C", "C", "C", "C", "O", "O", "O", "S", "H", "H", "H", "H", "H", "H", "H", "H"], "xyz": [[1.706, -0.102, 0.855], [0.240, -0.889, 0.036], [-0.738, 1.132, -0.858], [-2.253, -0.716, 0.284], [-0.897, 0.041, 0.266], [0.472, -1.947, -0.409], [4.183, 0.465, 0.656], [2.964, 0.526, -1.488], [3.043, 0.119, -0.104], [2.067, -0.606, 1.798], [-0.926, 0.720, -1.770], [-1.464, 1.912, -0.588], [0.179, 1.528, -0.792], [-3.075, -0.088, 0.050], [-2.232, -1.547, -0.349], [-2.584, -1.268, 1.203], [-0.685, 0.719, 1.209]], "atomic_forces_ev_per_a": [[-0.5, -2.1, -1.9], [3.7, 1.9, 3.0], [-3.6, -0.8, 3.1], [0.4, 0.0, 1.8], [-0.5, 1.1, 1.0], [-1.1, -0.5, -0.7], [1.9, -0.1, 0.4], [-0.3, -0.7, 0.7], [-2.4, 1.2, 0.4], [-0.6, 0.8, -0.9], [-0.5, -0.9, -2.7], [0.1, -0.2, -0.5], [3.5, 1.4, 0.0], [-0.7, 0.7, -0.5], [0.2, -0.9, -1.8], [0.9, 1.0, 0.0], [-0.4, -2.0, -1.4]]}

=====

{"formula": "C22H26CrN5O4", "method": "ωB97M-V with the def2-TZVPD basis set", "lumo_ev": [-6.373, -6.607], "homo_lumo_gap_ev": [7.968, 7.702], "total_charge": 2, "relative_energy_kj_mol": 0.0, "s2": 3.82, "e_homo_ev": [-14.3, -14.3], "multiplicity": 4, "elements": ["Cr", "C", "C", "N", "C", "C", "C", "C", "C", "C", "C", "C", "C", "N", "C", "H", "H", "H", "H", "H", "H", "H", "H", "C", "O", "C", "C", "O", "C", "H", "H", "H", "H", "H", "H", "H", "H", "H", "H", "C", "O", "C", "O", "H", "H", "H", "N", "C", "C", "N", "C", "C", "N", "H", "H", "H", "H", "H"], "xyz": [[0.124, 0.362, -0.183], [1.980, -2.105, 2.892], [1.803, -1.208, 1.836], [0.608, -0.937, 1.334], [-0.483, -1.547, 1.875], [-0.398, -2.451, 2.925], [0.885, -2.726, 3.434], [-1.606, -3.045, 3.438], [-2.810, -2.722, 2.924], [-2.920, -1.772, 1.847], [-4.143, -1.359, 1.287], [-4.154, -0.416, 0.290], [-2.942, 0.111, -0.163], [-1.776, -0.285, 0.325], [-1.762, -1.202, 1.330], [2.976, -2.290, 3.267], [2.648, -0.697, 1.397], [0.998, -3.423, 4.257], [-1.529, -3.751, 4.256], [-3.715, -3.165, 3.320], [-5.071, -1.778, 1.658], [-5.080, -0.066, -0.143], [-2.913, 0.884, -0.921], [-0.188, 2.779, -2.142], [-0.504, 1.379, -1.911], [-0.522, 0.631, -3.140], [-0.868, -0.786, -2.813], [0.030, -1.207, -1.782], [-0.128, -2.601, -1.452], [-0.820, 3.150, -2.946], [0.862, 2.871, -2.419], [-0.399, 3.315, -1.227], [0.460, 0.704, -3.613], [-1.265, 1.057, -3.815], [-0.744, -1.409, -3.701], [-1.899, -0.885, -2.464], [0.077, -3.209, -2.332], [-1.144, -2.793, -1.101], [0.589, -2.837, -0.671], [-1.618, 3.718, 1.785], [-1.295, 2.697, 0.794], [-0.266, 1.892, 1.096], [0.377, 1.993, 2.114], [-2.621, 4.050, 1.542], [-0.911, 4.538, 1.697], [-1.571, 3.296, 2.783], [4.611, 0.367, -3.154], [3.989, 0.832, -2.052], [2.695, 0.414, -1.692], [2.101, 0.903, -0.603], [2.764, 1.790, 0.157], [4.039, 2.181, -0.221], [4.646, 1.722, -1.304], [4.221, -0.356, -3.729], [5.554, 0.671, -3.334], [2.163, -0.334, -2.263], [2.278, 2.165, 1.044], [4.585, 2.895, 0.384]], "atomic_forces_ev_per_a": [[-0.3, 0.0, -0.7], [0.1, 0.0, 0.0], [0.0, 0.0, 0.0], [-0.1, 0.0, 0.0], [0.0, 0.2, -0.2], [-0.1, -0.2, 0.2], [0.0, -0.1, 0.1], [0.1, 0.0, 0.0], [-0.1, 0.1, -0.1], [-0.1, -0.1, 0.1], [-0.1, -0.1, 0.1], [0.0, 0.0, 0.0], [0.1, 0.0, 0.1], [-0.1, 0.0, 0.1], [0.2, 0.2, -0.2], [0.0, 0.0, 0.0], [0.0, 0.0, 0.0], [0.0, 0.0, 0.0], [0.0, 0.0, 0.0], [0.0, 0.0, 0.0], [0.0, 0.0, 0.0], [0.0, 0.0, 0.0], [0.0, 0.0, 0.0], [0.1, -0.1, -0.1], [-0.1, 0.1, 0.2], [0.1, 0.2, 0.0], [0.0, -0.2, 0.0], [0.1, -0.1, 0.3], [0.0, 0.0, 0.0], [0.0, 0.0, 0.0], [0.0, 0.0, 0.0], [0.0, 0.0, 0.1], [0.0, 0.0, 0.0], [0.0, 0.0, 0.0], [0.0, 0.0, 0.0], [0.0, 0.0, 0.0], [0.0, 0.0, 0.0], [0.0, 0.0, 0.0], [0.0, 0.0, 0.0], [0.0, -0.1, -0.1], [0.0, -0.1, 0.1], [0.1, 0.2, 0.3], [0.0, 0.0, -0.1], [0.0, 0.0, 0.0], [0.0, 0.0, 0.0], [0.0, 0.0, 0.0], [-0.1, 0.0, 0.1], [0.2, 0.0, -0.2], [0.0, 0.0, 0.1], [0.0, 0.0, 0.0], [0.0, 0.0, -0.1], [0.2, 0.0, -0.1], [-0.1, 0.1, 0.2], [0.0, 0.0, 0.0], [0.0, 0.0, 0.0], [0.0, 0.0, 0.0], [0.0, 0.0, 0.0], [0.0, 0.0, 0.0]]}

=====

{"formula": "C15H15MgN6O9", "method": "ωB97M-V with the def2-TZVPD basis set", "lumo_ev": 1.927, "homo_lumo_gap_ev": 6.789, "total_charge": -1, "relative_energy_kj_mol": 84.0, "e_homo_ev": -4.9, "elements": ["Mg", "N", "O", "O", "O", "N", "O", "O", "O", "N", "O", "O", "O", "N", "C", "C", "C", "C", "C", "H", "H", "H", "H", "H", "N", "C", "C", "C", "C", "C", "H", "H", "H", "H", "H", "N", "C", "C", "C", "C", "C", "H", "H", "H", "H", "H"], "xyz": [[23.943, 16.634, -29.560], [24.830, 14.013, -27.752], [24.299, 15.079, -28.153], [25.131, 13.865, -26.547], [25.102, 13.098, -28.536], [27.036, 15.882, -29.731], [27.215, 14.883, -30.425], [27.846, 16.213, -28.832], [25.963, 16.550, -29.845], [23.833, 14.176, -31.930], [23.832, 15.037, -30.996], [24.637, 13.249, -31.850], [23.055, 14.295, -32.896], [23.697, 17.812, -31.200], [24.525, 18.845, -31.416], [24.342, 19.792, -32.376], [23.231, 19.737, -33.206], [22.432, 18.587, -33.131], [22.693, 17.674, -32.106], [25.374, 19.013, -30.764], [25.035, 20.610, -32.523], [22.974, 20.518, -33.907], [21.697, 18.354, -33.887], [22.100, 16.781, -31.990], [22.038, 16.463, -29.017], [21.687, 16.858, -27.774], [20.389, 17.011, -27.284], [19.359, 16.598, -28.112], [19.648, 16.142, -29.402], [20.974, 16.038, -29.749], [22.499, 17.069, -27.092], [20.200, 17.418, -26.304], [18.339, 16.720, -27.770], [18.908, 15.838, -30.126], [21.190, 15.492, -30.661], [24.387, 18.308, -28.299], [25.303, 18.162, -27.323], [25.699, 19.187, -26.463], [25.061, 20.406, -26.602], [24.160, 20.650, -27.636], [23.792, 19.530, -28.350], [25.727, 17.176, -27.172], [26.369, 19.070, -25.625], [25.462, 21.262, -26.069], [23.707, 21.628, -27.674], [22.959, 19.647, -29.034]], "atomic_forces_ev_per_a": [[2.7, -3.0, -0.4], [1.7, -2.3, 0.3], [-0.8, 1.2, 0.3], [-0.6, 0.9, 0.0], [-0.7, 0.9, -0.1], [0.6, -1.7, 0.9], [0.0, 1.1, 0.1], [-0.4, 0.3, -0.6], [-0.1, 1.2, -0.4], [1.3, -0.6, 0.5], [-1.0, 0.4, -0.2], [-0.6, 0.3, -0.4], [-0.4, 0.4, 0.1], [-0.7, 1.6, -1.8], [0.4, -0.2, 0.8], [-0.7, 1.1, -1.3], [-0.5, -1.1, 0.0], [0.8, 0.1, 0.5], [0.6, 0.1, 0.3], [0.0, -0.7, 0.3], [0.1, 0.0, 0.4], [0.3, 0.0, -0.1], [-0.3, 0.1, 0.2], [0.1, -0.1, -0.2], [-3.6, -0.4, 1.3], [0.5, 0.5, 0.3], [0.2, -0.8, -1.0], [-0.4, 0.7, -0.4], [0.2, 0.1, 1.1], [0.9, -0.3, -0.7], [0.2, 0.1, -0.2], [0.1, -0.2, 0.1], [-0.1, -0.1, -0.1], [-0.2, -0.1, 0.2], [0.5, 0.4, -0.2], [-0.2, 1.7, 1.7], [0.4, -0.6, 0.2], [-1.3, 0.3, -0.1], [1.5, 0.9, -0.7], [0.2, -1.0, 1.5], [-0.3, -0.1, -1.1], [0.0, -0.1, -0.5], [0.2, -0.5, -0.3], [-0.3, -0.1, 0.4], [-0.3, -0.1, -0.5], [0.1, -0.3, -0.3]]}

=====

{"formula": "C6H11N", "method": "ωB97M-V with the def2-TZVPD basis set", "lumo_ev": 1.037, "homo_lumo_gap_ev": 9.437, "relative_energy_kj_mol": 132.4, "e_homo_ev": -8.4, "smiles": "CC=C=NCCC", "elements": ["C", "C", "C", "C", "C", "C", "N", "H", "H", "H", "H", "H", "H", "H", "H", "H", "H", "H"], "xyz": [[-1.849, 1.096, -0.515], [-1.460, -0.365, -0.733], [-0.320, -0.544, -1.734], [1.521, 0.467, 1.108], [2.052, -0.620, 2.008], [1.221, 0.238, -0.149], [0.985, -0.010, -1.326], [-2.600, 1.191, 0.276], [-2.265, 1.533, -1.430], [-0.984, 1.701, -0.222], [-1.176, -0.823, 0.223], [-2.325, -0.927, -1.106], [-0.156, -1.609, -1.939], [-0.572, -0.077, -2.692], [1.362, 1.467, 1.503], [3.066, -0.394, 2.358], [1.415, -0.746, 2.891], [2.085, -1.576, 1.478]], "atomic_forces_ev_per_a": [[0.0, 0.1, 0.0], [0.0, 0.0, 0.0], [-0.2, -0.1, -0.1], [0.0, 0.0, -0.2], [0.0, -0.1, 0.1], [-0.1, -0.1, -0.3], [0.2, 0.2, 0.7], [0.1, 0.0, -0.1], [0.1, -0.1, 0.1], [-0.1, -0.1, 0.0], [0.0, 0.1, -0.1], [0.1, 0.1, 0.1], [-0.1, 0.1, 0.0], [0.0, 0.0, 0.1], [0.0, -0.1, -0.1], [-0.1, 0.0, 0.0], [0.1, 0.0, -0.1], [0.0, 0.1, 0.1]]}

=====

| no. | DFT total energy (eV) |
| --- | --- |
| 1 | -13839.1171 |
| 2 | -87738.7240 |
| 3 | -22288.1788 |
| 4 | -67286.1904 |
| 5 | -48605.5070 |
| 6 | -7889.1594 |